Formula: C6H6NO3S
Source: the OMol25 dataset
Level of theory: wB97M-V/def2-TZVPD

Properties
Kohn-Sham gap (alpha / beta) (Eh): 0.2453 / 0.2452
Strongest force on any atom (Eh/bohr): 0.06590
Energy relative to the best compared isomer or geometry (same formula, charge and spin) (eV): 4.1716

Geometry as ORCA input:
```
! wB97M-V def2-TZVPD RIJCOSX def2/J DEFGRID3
* xyz -1 1
H -2.018 -2.101 -0.662
C -0.706 -0.425 -0.721
C 1.034 0.842 1.016
H 1.425 1.538 1.765
O -3.362 0.364 -1.728
O -2.141 -2.507 0.186
C -0.613 -0.891 0.717
C 0.819 1.375 -0.308
H -1.280 -1.082 -1.441
N -1.312 -1.911 1.197
C 0.363 -0.204 1.475
H 1.239 2.279 -0.720
O -2.662 1.858 0.084
S -2.903 0.469 -0.317
H 0.729 -0.660 2.329
H -0.094 1.000 -2.086
C 0.049 0.683 -1.133
*
```

These are the natural (NBO) partial charges, in e, on atoms 1 to 4:
1. H 0.4424
2. C -0.4560
3. C -0.1992
4. H 0.1961

Formula: C6H6NO3S2
Source: the OMol25 dataset
Level of theory: wB97M-V/def2-TZVPD

Properties
Kohn-Sham gap (Eh): 0.2090
Strongest force on any atom (Eh/bohr): 0.07053
Energy relative to the best compared isomer or geometry (same formula, charge and spin) (eV): 1.1775

Geometry as ORCA input:
```
! wB97M-V def2-TZVPD RIJCOSX def2/J DEFGRID3
* xyz -1 1
O 1.881 -0.858 -1.521
C 2.102 1.035 0.001
O -1.308 1.379 1.251
C 1.183 1.796 0.748
H 1.148 -1.446 -1.352
C -4.057 -0.125 -0.065
N 0.067 0.069 -0.109
S -4.162 0.970 -1.179
C 1.350 0.060 -0.613
C -0.012 1.104 0.723
H -1.875 1.268 0.489
H -0.766 -1.092 -1.681
H 3.133 1.449 -0.110
H 1.226 2.679 1.440
C -0.997 -0.770 -0.583
O -4.146 -0.972 0.694
S -1.111 -2.372 0.466
H -1.227 -1.763 1.659
*
```

These are the natural (NBO) partial charges, in e, on atoms 1 to 4:
1. O -0.6769
2. C -0.3867
3. O -0.7140
4. C -0.3838

Formula: C6H6O
Source: the OMol25 dataset
Level of theory: wB97M-V/def2-TZVPD

Properties
Kohn-Sham gap (Eh): 0.3234
Strongest force on any atom (Eh/bohr): 0.04044
Energy relative to the best compared isomer or geometry (same formula, charge and spin) (eV): 5.8819

Geometry as ORCA input:
```
! wB97M-V def2-TZVPD RIJCOSX def2/J DEFGRID3
* xyz 0 1
H 1.104 -2.081 1.286
H -1.562 -0.529 -1.705
O -2.263 0.259 0.000
C -1.191 -0.335 -0.696
C 0.124 0.634 -0.779
C 1.022 0.316 0.334
C 0.379 -1.596 0.681
H -2.067 0.202 0.946
C -0.648 -1.509 0.001
C 1.896 0.925 0.914
H -0.135 1.698 -0.687
H 0.718 0.509 -1.701
H 2.624 1.508 1.407
*
```

These are the natural (NBO) partial charges, in e, on atoms 1 to 4:
1. H 0.2419
2. H 0.2053
3. O -0.6944
4. C 0.0404

Formula: C6H6O
Source: the OMol25 dataset
Level of theory: wB97M-V/def2-TZVPD

Properties
Kohn-Sham gap (alpha / beta) (Eh): 0.2750 / 0.2750
Strongest force on any atom (Eh/bohr): 0.01663
Energy relative to the best compared isomer or geometry (same formula, charge and spin) (eV): 6.7988

Geometry as ORCA input:
```
! wB97M-V def2-TZVPD RIJCOSX def2/J DEFGRID3
* xyz 0 1
C -1.322 2.451 0.946
C -1.673 -1.582 -0.986
H 1.563 0.129 1.588
H 0.107 -1.203 -1.046
O 1.957 -0.956 -0.142
C -0.720 -0.823 -0.384
C -0.836 1.374 0.701
C -0.156 0.187 0.311
C 1.358 0.148 0.506
H -2.068 -2.440 -0.414
H 1.839 1.041 0.097
H 1.671 -1.761 0.312
H -1.760 3.403 1.147
*
```

These are the natural (NBO) partial charges, in e, on atoms 1 to 4:
1. C -0.2113
2. C -0.0465
3. H 0.1780
4. H 0.3580

Formula: C6H6O
Source: the OMol25 dataset
Level of theory: wB97M-V/def2-TZVPD

Properties
Kohn-Sham gap (Eh): 0.3538
Strongest force on any atom (Eh/bohr): 0.08916
Energy relative to the best compared isomer or geometry (same formula, charge and spin) (eV): 5.6760

Geometry as ORCA input:
```
! wB97M-V def2-TZVPD RIJCOSX def2/J DEFGRID3
* xyz 0 1
H -0.356 1.432 -1.373
O -2.172 -0.482 -0.241
C 0.131 0.982 -0.557
C -0.657 0.873 0.742
H -1.041 -2.213 -0.238
H 0.958 1.680 -0.463
H 0.958 -1.167 -1.230
C -1.001 -1.193 -0.071
C -2.186 0.748 0.086
C 0.298 -0.540 -0.558
H 0.476 -1.070 1.832
H -0.657 1.724 1.579
C 0.034 -0.703 0.880
*
```

These are the natural (NBO) partial charges, in e, on atoms 1 to 4:
1. H 0.2065
2. O -0.4499
3. C -0.4283
4. C -0.3503

Formula: C6H6O
Source: the OMol25 dataset
Level of theory: wB97M-V/def2-TZVPD

Properties
Kohn-Sham gap (Eh): 0.3773
Strongest force on any atom (Eh/bohr): 0.01966
Energy relative to the best compared isomer or geometry (same formula, charge and spin) (eV): 5.6492

Geometry as ORCA input:
```
! wB97M-V def2-TZVPD RIJCOSX def2/J DEFGRID3
* xyz 0 1
H 1.073 -1.717 0.498
H -1.365 -1.550 -0.035
H 2.591 0.253 0.459
H -0.269 -1.307 -1.405
H -0.207 0.306 1.960
H -2.054 2.468 -1.319
C 0.549 -0.761 0.526
C 1.496 1.496 -0.410
O 0.122 -0.599 1.858
C -0.625 -0.866 -0.467
C 1.536 0.314 0.140
C -1.226 0.429 -0.770
C -1.623 1.534 -1.035
*
```

These are the natural (NBO) partial charges, in e, on atoms 1 to 4:
1. H 0.1996
2. H 0.2518
3. H 0.3066
4. H 0.2445

Formula: C6H6O
Source: the OMol25 dataset
Level of theory: wB97M-V/def2-TZVPD

Properties
Kohn-Sham gap (alpha / beta) (Eh): 0.3079 / 0.2656
Strongest force on any atom (Eh/bohr): 0.03220
Energy relative to the best compared isomer or geometry (same formula, charge and spin) (eV): 6.4062

Geometry as ORCA input:
```
! wB97M-V def2-TZVPD RIJCOSX def2/J DEFGRID3
* xyz 0 1
H -2.268 0.526 0.090
H -1.606 1.301 -1.377
C 0.051 -1.099 0.038
O -0.757 -0.461 -0.911
H -0.466 -1.262 0.991
H 2.652 -1.518 -0.630
C -0.437 1.496 0.499
C 0.738 0.957 0.680
C -1.347 0.735 -0.478
C 2.597 -0.702 0.103
H 0.354 -2.042 -0.416
H -0.869 2.284 1.107
C 1.358 -0.213 0.304
*
```

These are the natural (NBO) partial charges, in e, on atoms 1 to 4:
1. H 0.1797
2. H 0.2068
3. C -0.0290
4. O -0.4971

Formula: C6H6O
Source: the OMol25 dataset
Level of theory: wB97M-V/def2-TZVPD

Properties
Kohn-Sham gap (Eh): 0.3667
SMILES: C#CC1=CCOC1
Strongest force on any atom (Eh/bohr): 0.00746
Energy relative to the best compared isomer or geometry (same formula, charge and spin) (eV): 2.6528

Geometry as ORCA input:
```
! wB97M-V def2-TZVPD RIJCOSX def2/J DEFGRID3
* xyz 0 1
C -0.500 -0.947 -1.573
H 0.781 0.907 3.960
C 0.358 0.369 1.793
H 0.273 -1.513 -2.120
H -0.489 -2.022 0.457
H -1.480 -1.282 -1.935
H -0.349 2.009 -0.485
O -0.371 0.444 -1.820
C 0.590 0.656 2.939
C 0.068 0.065 0.428
H 1.253 1.334 -0.868
C 0.196 1.079 -0.689
C -0.330 -1.098 -0.088
*
```

These are the natural (NBO) partial charges, in e, on atoms 1 to 4:
1. C -0.0940
2. H 0.2381
3. C -0.0378
4. H 0.1765